Entry from OMol25: 2 unconnected molecules or ions with the total composition C4H13N2S (wB97M-V/def2-TZVPD).

The geometry in XYZ format:
```
20
Properties=species:S:1:pos:R:3:forces:R:3:mulliken_charge:R:1
C 1.927014 2.890041 0.338729 1.15 1.73 0.48 -0.7840
C -2.972618 -1.235682 0.488114 0.05 -0.31 2.51 -1.0468
C -0.638601 -2.193192 0.163348 1.66 -1.46 0.83 -1.0326
C -1.018971 0.177894 0.035144 -2.46 -3.64 -0.38 0.4960
N 1.724382 1.534128 -0.150895 1.49 -1.41 -1.46 -0.6211
N -1.515579 -1.087389 0.090419 -1.00 4.43 0.99 0.1170
S -1.828945 1.632963 0.000454 -2.09 0.60 0.94 -0.1311
H 1.245808 3.632127 -0.212435 1.10 -1.02 0.96 0.2718
H 1.703220 2.899485 1.463566 0.31 0.23 -1.67 0.2624
H 3.068108 3.176651 0.184358 -2.47 -0.02 0.40 0.2921
H -3.137327 -2.225290 1.018188 0.50 1.13 -0.82 0.3051
H -3.334291 -0.432378 1.265928 1.20 -1.48 -1.37 0.3439
H -3.669302 -1.172838 -0.320908 0.01 0.00 -0.89 0.4071
H -0.836760 -2.980264 -0.496544 -0.74 -0.70 -1.76 0.4293
H 0.448170 -2.078084 0.141600 -0.26 1.23 -0.49 0.3202
H -0.716148 -2.727066 1.073203 -0.64 -0.14 1.57 0.4212
H 0.018106 0.301353 -0.133591 1.35 0.19 -0.05 0.2136
H 2.655702 1.081179 -0.017505 -1.14 -0.03 0.41 0.2609
H 1.746265 1.505229 -1.191823 -0.37 0.55 0.75 0.2627
H -3.195164 1.345471 0.467213 2.34 0.12 -0.94 0.2123
```
Positions in Å, forces in eV/Å.

## Properties
max |F| = 0.09037 hartree/bohr
ΔE to the lowest compared entry with this formula, charge and spin = 61.0 kcal per mole
total charge = +1
HOMO energy = -13.213 eV
molar mass = 121.23 g mol⁻¹
Kohn-Sham gap = 8.8310 eV